P.
This record from the Open Molecules 2025 dataset describes a 2-piece molecular cluster, C3H13N2O overall. The level of theory is ωB97M-V with the def2-TZVPD basis set.

Summary:
Spin multiplicity ... 2
HOMO-LUMO gap (alpha / beta) ... 0.1283 / 0.3927 Eh
E_LUMO (alpha / beta) ... 0.774 / 0.472 eV

Positions of all 19 atoms, in Å:
1 C 0.5245 -0.9697 0.2142
2 C -0.9171 -1.3862 0.3779
3 C -1.8848 -0.2327 0.8002
4 N -1.3468 1.0704 0.3284
5 N 0.8354 -0.5281 -1.1941
6 H 1.1184 -1.8489 0.4472
7 H 0.9191 -0.1655 0.8217
8 H -1.3581 -1.9070 -0.4687
9 H -0.9438 -2.2488 1.0846
10 H -2.8964 -0.3486 0.4054
11 H -2.0185 -0.2733 1.8813
12 H -2.1149 1.6914 0.0894
13 H 0.0412 0.0644 -1.4851
14 H -0.9483 1.5310 1.1437
15 H 0.9800 -1.3132 -1.8943
16 H 1.6235 0.1521 -1.2974
17 H 2.6225 2.2487 0.3749
18 H 3.0694 2.5660 -1.1078
19 O 2.6947 1.8979 -0.5216

Atom charges from the natural (NBO) analysis, given in e for atoms 1 to 8: atom 1 (C): -0.328, atom 2 (C): -0.463, atom 3 (C): -0.229, atom 4 (N): -0.862, atom 5 (N): -1.042, atom 6 (H): 0.221, atom 7 (H): 0.215, atom 8 (H): 0.233

---

Q.
This record from the Open Molecules 2025 dataset describes a 2-piece molecular cluster, C3H13N2O overall. The level of theory is ωB97M-V with the def2-TZVPD basis set.

Summary:
Spin multiplicity ... 2
HOMO-LUMO gap (alpha / beta) ... 0.1382 / 0.3935 Eh
E_LUMO (alpha / beta) ... 1.007 / 0.699 eV

Positions of all 19 atoms, in Å:
1 C -1.0416 -0.5054 1.8267
2 N 0.2145 0.1634 2.2395
3 C -0.7708 -1.1762 0.4663
4 N 0.1986 -0.3675 -0.3863
5 C 0.1821 -0.4475 -1.8715
6 H -1.8540 0.1967 1.7198
7 H -1.1488 -1.3522 2.5092
8 H 0.1035 1.1308 2.5687
9 H 0.4830 -0.1733 3.1676
10 H -1.6980 -1.0682 -0.1251
11 H -0.3622 -2.1901 0.4751
12 H 0.1973 0.6246 -0.0821
13 H 1.1212 -0.7589 -0.0490
14 H -0.3764 -1.3266 -2.1954
15 H 1.2027 -0.6308 -2.2171
16 H -0.1988 0.4537 -2.3258
17 H 1.9154 2.1398 -1.6424
18 H 0.8359 3.1085 -2.1229
19 O 0.9965 2.1794 -1.9554

Atom charges from the natural (NBO) analysis, given in e for atoms 1 to 8: atom 1 (C): -0.286, atom 2 (N): -0.922, atom 3 (C): -0.286, atom 4 (N): -0.766, atom 5 (C): -0.520, atom 6 (H): 0.202, atom 7 (H): 0.203, atom 8 (H): 0.357

---

Structures ranked by computed energy, the most stable listed first: P, Q.

---

P.
This record from the Open Molecules 2025 dataset describes an isolated ion of composition C3H7N4S and charge +1. The level of theory is ωB97M-V with the def2-TZVPD basis set.

Summary:
Net charge ... +1
HOMO-LUMO gap ... 0.3436 Eh
E_LUMO ... -3.792 eV

Positions of all 15 atoms, in Å:
1 C -0.7723 0.2187 0.2322
2 C -0.8657 -1.0062 0.9332
3 C 0.9254 -0.8461 -1.0932
4 N 3.0685 -1.2377 -0.4123
5 N 2.2904 -0.5895 -1.1301
6 N 0.1338 0.3386 -0.6920
7 N -1.6387 1.1710 0.3293
8 S 0.3412 -2.1294 0.1918
9 H -0.5421 -0.9903 1.9677
10 H -1.9341 -1.4326 0.9853
11 H 0.6298 -1.2831 -2.0576
12 H 4.0507 -0.9524 -0.6282
13 H 0.1299 1.1298 -1.2828
14 H -2.2790 1.2909 1.0955
15 H -1.3259 2.0963 -0.1689

Atom charges from the natural (NBO) analysis, given in e for atoms 1 to 8: atom 1 (C): 0.558, atom 2 (C): -0.648, atom 3 (C): -0.021, atom 4 (N): -0.236, atom 5 (N): -0.169, atom 6 (N): -0.509, atom 7 (N): -0.694, atom 8 (S): 0.240

---

Q.
This record from the Open Molecules 2025 dataset describes an isolated ion of composition C3H7N4S and charge +1. The level of theory is ωB97M-V with the def2-TZVPD basis set.

Summary:
Net charge ... +1
HOMO-LUMO gap ... 0.3014 Eh
E_LUMO ... -4.149 eV

Positions of all 15 atoms, in Å:
1 C -0.6770 1.1205 -0.1306
2 C -1.4134 -0.3661 -0.1686
3 C 0.8117 -1.0987 -0.5691
4 N -1.4446 1.9809 -0.5349
5 N 0.5996 1.2050 0.3616
6 N -0.5004 -1.3950 -0.2712
7 N 1.2412 -0.0815 0.5156
8 S -2.9592 -0.4272 0.3488
9 H 1.4569 -1.9017 -0.4104
10 H 0.9945 -0.6907 -1.5279
11 H -1.3069 2.9856 -0.4670
12 H 0.6995 1.6313 1.2858
13 H -0.8730 -2.2665 -0.2789
14 H 1.1021 -0.5692 1.4631
15 H 2.2690 -0.1268 0.3838

Atom charges from the natural (NBO) analysis, given in e for atoms 1 to 8: atom 1 (C): 0.316, atom 2 (C): -0.017, atom 3 (C): -0.028, atom 4 (N): -0.542, atom 5 (N): -0.434, atom 6 (N): -0.630, atom 7 (N): -0.369, atom 8 (S): 0.132

---

Structures ranked by computed energy, the most stable listed first: P, Q.

---

P.
This record from the Open Molecules 2025 dataset describes a 2-piece molecular cluster, CH3N3O overall. The level of theory is ωB97M-V with the def2-TZVPD basis set.

Summary:
HOMO-LUMO gap ... 0.3426 Eh
E_LUMO ... -0.032 eV

Positions of all 8 atoms, in Å:
1 C 0.4187 1.3246 0.0981
2 N 1.2441 0.4930 0.3957
3 N -0.5757 1.9900 0.2679
4 N -0.9473 -2.6248 -0.0597
5 O 0.0988 -2.6019 -0.6238
6 H 1.9432 0.1670 -0.2371
7 H -0.8792 2.9148 0.0566
8 H -1.3026 -1.6627 0.1023

Partial atomic charges computed with the natural (NBO) method, in multiples of e: atom 1 (C): 0.653, atom 2 (N): -0.735, atom 3 (N): -0.738, atom 4 (N): -0.004, atom 5 (O): -0.244, atom 6 (H): 0.400, atom 7 (H): 0.418, atom 8 (H): 0.249

---

Q.
This record from the Open Molecules 2025 dataset describes a 2-piece molecular cluster, CH3N3O overall. The level of theory is ωB97M-V with the def2-TZVPD basis set.

Summary:
HOMO-LUMO gap ... 0.3998 Eh
E_LUMO ... 1.034 eV

Positions of all 8 atoms, in Å:
1 C 0.9196 -0.8424 -1.0032
2 N -0.2204 2.3222 2.0883
3 N -0.9633 1.7639 1.5289
4 N -0.1156 -1.5222 -1.1575
5 O -1.7408 1.1277 0.9643
6 H 1.3501 -0.4770 -0.0878
7 H 1.3578 -0.4421 -1.9271
8 H -0.5873 -1.9302 -0.4059

Partial atomic charges computed with the natural (NBO) method, in multiples of e: atom 1 (C): -0.037, atom 2 (N): -0.092, atom 3 (N): 0.439, atom 4 (N): -0.596, atom 5 (O): -0.347, atom 6 (H): 0.139, atom 7 (H): 0.154, atom 8 (H): 0.340

---

Structures ranked by computed energy, the most stable listed first: Q, P.

---

P.
This record from the Open Molecules 2025 dataset describes C2H3N4 as an isolated structure. The level of theory is ωB97M-V with the def2-TZVPD basis set.

Summary:
Net charge ... +1
HOMO-LUMO gap (alpha / beta) ... 0.2753 / 0.2768 Eh
E_LUMO (alpha / beta) ... -9.981 / -9.950 eV

Positions of all 9 atoms, in Å:
1 C -2.4327 0.9710 0.0981
2 C -0.1164 -0.0548 -0.0663
3 N -3.5262 -0.5263 -0.0630
4 N -2.2866 -1.0492 0.0740
5 N -3.6924 0.6836 -0.1032
6 N -1.4750 0.0614 0.0980
7 H 0.1806 0.7769 -0.7762
8 H 0.7340 -0.0480 0.6564
9 H -0.0486 -1.0183 -0.5879

Atom charges from the natural (NBO) analysis, given in e for atoms 1 to 8: atom 1 (C): 0.748, atom 2 (C): -0.475, atom 3 (N): 0.157, atom 4 (N): 0.071, atom 5 (N): -0.166, atom 6 (N): -0.186, atom 7 (H): 0.265, atom 8 (H): 0.308

---

Q.
This record from the Open Molecules 2025 dataset describes C2H3N4 as an isolated structure. The level of theory is ωB97M-V with the def2-TZVPD basis set.

Summary:
Net charge ... +1
HOMO-LUMO gap ... 0.3121 Eh
E_LUMO ... -8.315 eV

Positions of all 9 atoms, in Å:
1 C -0.4274 0.2290 -1.7967
2 C -0.2928 -0.9765 -0.2836
3 N -0.6037 -1.0173 -1.7774
4 N 0.0202 1.0910 -0.9442
5 N 0.0614 0.1955 0.0370
6 N 0.5141 0.5260 1.2550
7 H -0.2803 -1.8559 0.2875
8 H 1.3366 0.9272 1.3957
9 H -0.3280 0.8811 1.8267

Atom charges from the natural (NBO) analysis, given in e for atoms 1 to 8: atom 1 (C): 0.775, atom 2 (C): 0.279, atom 3 (N): -0.344, atom 4 (N): -0.290, atom 5 (N): 0.027, atom 6 (N): -0.562, atom 7 (H): 0.284, atom 8 (H): 0.413

---

Structures ranked by computed energy, the most stable listed first: Q, P.

---

P.
This record from the Open Molecules 2025 dataset describes a 9-piece molecular cluster, C7H26O8 overall. The level of theory is ωB97M-V with the def2-TZVPD basis set.

Summary:
HOMO-LUMO gap ... 0.3516 Eh
E_LUMO ... 0.386 eV

Positions of all 41 atoms, in Å:
1 C 1.9879 -1.3475 -1.1820
2 C 2.1903 -1.8666 -2.3833
3 C 0.7786 -1.7220 -0.3255
4 C 0.0504 -0.5448 0.2139
5 C -0.1799 -0.2453 1.4905
6 C -0.9644 0.8818 2.0049
7 C -0.5662 1.6082 3.0419
8 H 2.5973 -0.5937 -0.7211
9 H 3.0656 -1.8232 -3.0142
10 H 1.4169 -2.5529 -2.7196
11 H 0.0927 -2.2340 -1.0036
12 H 1.1352 -2.4807 0.3747
13 H -0.2219 0.2221 -0.4981
14 H 0.1432 -0.9916 2.2142
15 H -1.8683 1.1635 1.4723
16 H 0.2423 1.2899 3.6946
17 H -0.9185 2.6008 3.2976
18 H 2.1232 -2.0150 3.3626
19 H 2.5863 -0.6190 2.7558
20 O 2.4903 -1.1546 3.5643
21 H -2.1104 -1.4140 1.8116
22 H -2.6975 -2.7727 1.6662
23 O -2.9571 -1.8772 1.9139
24 H -3.7612 -1.3587 -1.0959
25 H -2.5818 -1.0761 -2.0496
26 O -3.2414 -0.6440 -1.4758
27 H -1.1200 2.2396 -1.7271
28 H -0.5040 3.4707 -2.3764
29 O -0.2922 2.5570 -2.1576
30 H -3.1331 1.1503 -1.6051
31 H -3.0253 2.0211 -0.4082
32 O -2.8270 2.0455 -1.3492
33 H 2.4227 2.4135 -1.0447
34 H 0.9023 2.4861 -0.7324
35 O 1.7936 2.5648 -0.3357
36 H 0.0243 -1.1674 -2.8938
37 H -0.9565 -0.0263 -3.2568
38 O -0.9132 -0.9364 -2.9423
39 H 2.3131 0.8832 1.0335
40 H 3.3967 1.3444 1.8943
41 O 3.0869 0.5214 1.4911

Atom charges from the natural (NBO) analysis, given in e for atoms 1 to 8: atom 1 (C): -0.135, atom 2 (C): -0.438, atom 3 (C): -0.491, atom 4 (C): -0.160, atom 5 (C): -0.259, atom 6 (C): -0.246, atom 7 (C): -0.340, atom 8 (H): 0.214

---

Q.
This record from the Open Molecules 2025 dataset describes a 9-piece molecular cluster, C7H26O8 overall. The level of theory is ωB97M-V with the def2-TZVPD basis set.

Summary:
HOMO-LUMO gap ... 0.3037 Eh
E_LUMO ... -0.148 eV

Positions of all 41 atoms, in Å:
1 C -0.0834 -0.0921 2.8038
2 C -0.5379 -1.1722 2.1602
3 C 2.1524 0.8940 1.8681
4 C 0.8228 0.8795 2.2409
5 C -0.0775 1.9596 1.9535
6 C 0.1551 3.1374 2.3784
7 C 2.9164 1.9377 1.0978
8 H -0.6846 0.1004 3.6476
9 H -0.1447 -1.7039 1.3674
10 H -1.4350 -1.6147 2.6533
11 H 2.9110 0.2548 2.3916
12 H -0.9997 1.8139 1.4984
13 H -0.2952 3.9713 2.1157
14 H 1.0674 3.2533 2.9487
15 H 3.4119 1.5902 0.2656
16 H 2.2355 2.7137 0.6035
17 H 3.7047 2.2674 1.7687
18 H -1.4183 -1.1030 -3.1002
19 H -2.1370 -2.3180 -2.5744
20 O -1.9598 -1.8252 -3.3771
21 H 0.2068 -4.7070 0.4576
22 H -0.0359 -4.2128 -1.0764
23 O -0.5201 -4.5214 -0.2998
24 H -0.9102 1.2395 -3.4266
25 H 0.5894 0.9786 -3.5158
26 O -0.1676 0.6873 -2.9756
27 H 2.4675 -2.6268 -0.5414
28 H 1.1988 -1.9662 0.0336
29 O 1.6184 -2.8625 -0.0110
30 H 0.5182 -0.2479 -1.5990
31 H 1.4646 0.4604 -0.9501
32 O 0.9544 -0.4102 -0.8410
33 H -1.1083 -2.6758 -0.2497
34 H -2.4776 -3.3814 0.1133
35 O -2.0275 -2.4519 0.0727
36 H -3.3971 0.6261 -2.3158
37 H -2.2333 -0.0575 -1.5647
38 O -2.5135 0.7306 -1.9949
39 H -1.8794 3.4318 -1.3483
40 H -0.3032 3.2098 -1.4384
41 O -1.0485 3.8130 -1.2400

Atom charges from the natural (NBO) analysis, given in e for atoms 1 to 8: atom 1 (C): -0.229, atom 2 (C): -0.326, atom 3 (C): -0.176, atom 4 (C): -0.063, atom 5 (C): -0.218, atom 6 (C): -0.342, atom 7 (C): -0.656, atom 8 (H): 0.210

---

Structures ranked by computed energy, the most stable listed first: P, Q.

---

P.
This record from the Open Molecules 2025 dataset describes a 2-piece molecular cluster, CH4NP3S overall. The level of theory is ωB97M-V with the def2-TZVPD basis set.

Summary:
HOMO-LUMO gap ... 0.2516 Eh
E_LUMO ... -1.241 eV

Positions of all 10 atoms, in Å:
1 C -0.0469 0.2969 0.1830
2 N 2.6546 1.8811 0.5566
3 P 3.8350 2.4985 -0.0437
4 P 2.5922 -1.1617 0.6012
5 P 1.3776 -0.1603 -0.9103
6 S 4.1133 -1.8990 -0.3535
7 H -0.8477 -0.4351 0.1203
8 H -0.4230 1.2682 -0.1341
9 H 0.2954 0.3831 1.2121
10 H 0.8721 -1.3920 -1.3604

Atom charges from the natural (NBO) analysis, given in e for atoms 1 to 8: atom 1 (C): -0.925, atom 2 (N): -0.971, atom 3 (P): 0.981, atom 4 (P): 0.404, atom 5 (P): 0.241, atom 6 (S): -0.413, atom 7 (H): 0.231, atom 8 (H): 0.234

---

Q.
This record from the Open Molecules 2025 dataset describes CH4NP3S as an isolated structure. The level of theory is ωB97M-V with the def2-TZVPD basis set.

Summary:
HOMO-LUMO gap ... 0.2875 Eh
E_LUMO ... -0.525 eV

Positions of all 10 atoms, in Å:
1 C -0.0141 0.3639 -1.5500
2 N -0.9937 -1.4890 0.0804
3 P 0.1575 -2.1791 0.8879
4 P 0.4599 1.3076 1.4978
5 P -1.1068 0.2480 -0.0248
6 S 1.2542 -0.7336 1.9784
7 H -0.1467 1.2890 -2.1976
8 H -0.3361 -0.3742 -2.2794
9 H 0.9315 0.0848 -1.1676
10 H -0.2057 1.4825 2.7750

Atom charges from the natural (NBO) analysis, given in e for atoms 1 to 8: atom 1 (C): -0.946, atom 2 (N): -1.225, atom 3 (P): 0.997, atom 4 (P): 0.116, atom 5 (P): 0.763, atom 6 (S): -0.423, atom 7 (H): 0.248, atom 8 (H): 0.248

---

Structures ranked by computed energy, the most stable listed first: Q, P.